Formula: C36H45N6O8P
Source: OMol25
Level of theory: ωB97M-V/def2-TZVPD

The geometry in XYZ format:
```
96
Properties=species:S:1:pos:R:3:forces:R:3
C -2.97565 1.45578 -0.24194 0.322 -0.224 -0.390
C -2.08396 1.12307 -1.19224 -0.188 -0.267 0.778
C -1.28952 -0.16160 -0.99192 2.029 1.135 0.146
C -1.90671 -1.35126 -1.65405 -0.343 -0.456 -0.124
C -2.56504 -2.35458 -0.95795 0.790 1.319 -0.931
N -3.03832 -3.38649 -1.65219 -1.037 -1.335 2.123
C -3.69702 -4.46042 -0.84772 -0.297 -0.257 0.112
C -4.91682 -5.09777 -1.52696 -0.496 -0.530 0.825
C -6.22942 -4.95511 -0.70066 -0.396 -0.833 -1.147
C -7.39424 -5.44167 -1.63047 0.382 0.304 0.001
C -8.16624 -4.28491 -2.29218 0.272 -0.432 -0.468
C -7.28410 -3.27639 -3.05515 -0.398 0.392 -0.332
C -8.11390 -2.02865 -3.48313 0.903 0.316 0.230
C -7.34416 -0.69089 -3.25114 -1.294 0.224 0.074
C -7.75789 -0.02644 -1.90402 1.026 -0.332 -0.298
C -6.93420 -0.67503 -0.75409 -0.602 0.332 -0.502
N -2.96936 -3.61090 -2.93017 0.124 0.161 -0.514
C -2.38396 -2.68191 -3.65728 -0.157 0.139 0.328
P -2.34614 -2.97878 -5.50126 0.574 0.825 -0.467
N -1.08610 -2.39670 -6.22212 -0.322 -0.827 0.023
C -1.83680 -1.53779 -3.03695 0.320 0.875 -1.010
C -1.15078 -0.45812 -3.88056 0.976 1.357 -1.090
O -1.83318 0.25373 -4.63799 -0.803 -1.010 0.758
O 0.07257 -0.37413 -3.67623 -0.163 -0.588 0.638
H -2.67458 1.23478 0.78727 -1.015 -0.834 -0.168
H -3.95275 1.86657 -0.49375 0.627 1.152 0.411
H -1.87664 1.75529 -2.05826 -0.843 -0.893 -0.534
H -0.29993 -0.02907 -1.46642 -0.305 -0.294 0.031
H -1.06292 -0.35802 0.06856 -0.552 0.012 -0.155
H -2.69020 -2.29843 0.11891 -0.188 -0.366 -0.220
H -4.03440 -4.03030 0.10426 0.214 0.257 -0.358
H -2.92757 -5.19083 -0.56158 -0.136 0.115 -0.421
H -5.14389 -4.74368 -2.53415 0.580 0.139 0.151
H -4.74391 -6.18135 -1.59614 0.047 0.305 -0.266
H -6.21875 -5.64920 0.14927 0.244 0.588 0.155
H -6.42002 -3.91515 -0.40662 0.163 -0.250 0.235
H -6.94414 -6.03768 -2.44224 -0.138 0.056 0.224
H -8.05595 -6.13801 -1.09747 -0.021 0.388 -0.086
H -8.79573 -3.74064 -1.57381 0.211 -0.177 -0.014
H -8.83465 -4.73892 -3.04278 -0.086 0.246 0.330
H -6.86795 -3.71991 -3.97563 -0.055 -0.141 0.372
H -6.41349 -2.92986 -2.47775 -0.340 -0.161 0.090
H -9.02776 -1.98748 -2.87462 0.056 -0.049 -0.349
H -8.38462 -2.08399 -4.54422 -0.120 -0.202 0.282
H -7.60862 0.01404 -4.05130 0.165 -0.214 0.057
H -6.25625 -0.84432 -3.28601 -0.238 0.087 -0.039
H -8.84036 -0.11935 -1.74313 0.252 -0.070 -0.025
H -7.55450 1.05174 -1.98256 0.108 -0.273 0.230
H -7.36749 -1.64563 -0.47590 0.081 0.234 0.081
H -5.92797 -0.86912 -1.15126 -0.062 0.194 0.427
H -6.90098 -0.01155 0.11714 0.126 -0.333 -0.040
H -3.56954 -2.39532 -5.92895 0.043 -0.265 0.478
H -2.53324 -4.37658 -5.62129 -0.342 0.193 0.389
H -0.62728 -3.18528 -6.67816 0.332 0.345 0.015
C 1.19784 4.59643 -2.50747 -0.001 0.014 -0.055
C 1.39451 5.93740 -2.20321 -0.025 -0.158 0.040
C 1.48398 6.34362 -0.88153 0.045 0.270 -0.080
C 1.37887 5.39629 0.12280 -0.020 -0.119 -0.316
C 1.17580 4.05736 -0.16587 -0.027 -0.248 0.075
C 1.08478 3.65906 -1.48962 -0.008 0.049 -0.061
N 1.49701 5.81939 1.52268 -0.052 0.065 0.029
O 1.65630 7.00062 1.74704 0.010 -0.017 0.026
O 1.43247 4.95878 2.38401 -0.053 0.013 -0.039
H 1.13340 4.27989 -3.54079 -0.015 -0.018 0.029
H 1.48098 6.66618 -2.99787 -0.002 0.011 0.036
H 1.63691 7.38776 -0.64915 0.005 -0.062 0.155
H 1.09001 3.32369 0.62290 0.025 0.133 0.090
H 0.92897 2.61528 -1.73122 0.013 0.012 -0.003
C 3.45730 4.38691 5.30580 -0.044 0.010 0.042
C 4.05623 4.20990 4.06648 0.067 -0.009 0.066
C 5.35537 3.73365 3.98534 -0.012 0.003 -0.219
C 6.03817 3.43583 5.15283 -0.329 0.109 -0.014
C 5.45548 3.61437 6.39577 0.014 -0.023 0.296
C 4.15740 4.09348 6.46919 -0.025 0.007 -0.167
N 7.40486 2.90834 5.07135 0.052 -0.020 0.038
O 7.89862 2.77908 3.96630 -0.081 0.062 -0.014
O 7.96763 2.62599 6.10990 0.025 0.021 -0.018
H 2.44046 4.75436 5.36372 0.024 0.011 -0.044
H 3.50668 4.44161 3.16483 0.040 -0.025 0.065
H 5.81832 3.59716 3.01850 0.122 -0.057 0.096
H 5.99579 3.38435 7.30288 0.116 -0.048 -0.114
H 3.68902 4.23525 7.43402 0.041 -0.010 0.001
C 11.71083 1.35248 5.09373 0.037 -0.023 0.005
C 10.73656 1.03034 4.15821 0.090 0.039 0.039
C 10.84249 -0.14095 3.42416 -0.181 0.050 -0.088
C 11.92385 -0.97833 3.64059 -0.053 0.289 0.177
C 12.90536 -0.66516 4.56475 0.246 -0.064 0.147
C 12.79568 0.50831 5.29373 -0.142 0.065 -0.056
N 12.02624 -2.23232 2.88174 0.021 -0.091 -0.064
O 11.15977 -2.47097 2.06436 0.001 0.017 0.012
O 12.97007 -2.96079 3.11770 0.001 0.024 0.005
H 11.62291 2.26495 5.67005 -0.018 -0.016 -0.016
H 9.89378 1.69109 4.00470 0.046 -0.081 0.006
H 10.08272 -0.38908 2.69698 0.093 -0.132 -0.014
H 13.74897 -1.32102 4.72520 -0.087 -0.095 -0.116
H 13.55460 0.76363 6.02148 0.008 -0.036 -0.022
```
Positions in Å, forces in eV/Å.

Total charge: 0
Gap between HOMO and LUMO: 0.269 Ha
E: -2670.14863 Eh
Highest occupied orbital energy: -8.53 eV